[1]
Below is a single C20H24N2O6 molecule, with properties calculated with ωB97M-V/def2-TZVPD.

```
! wB97M-V def2-TZVPD RIJCOSX def2/J DEFGRID3
* xyz 0 1
C 5.30 -0.02 -1.17
H 6.38 -0.05 -0.99
H 5.07 0.87 -1.75
H 5.03 -0.89 -1.75
C 4.56 0.00 0.17
C 5.08 1.14 1.05
H 6.13 0.98 1.28
H 4.98 2.09 0.53
H 4.52 1.20 1.98
H 4.72 -0.95 0.67
C 3.05 0.16 -0.06
N 2.32 0.00 1.18
C 0.97 -0.14 1.12
O 0.32 0.09 0.12
O 0.47 -0.53 2.30
C -0.95 -0.73 2.36
C -1.68 0.51 2.81
C -2.19 0.60 4.09
C -2.87 1.74 4.49
C -3.03 2.80 3.62
C -2.51 2.72 2.34
C -1.84 1.58 1.93
H -1.43 1.51 0.93
H -2.63 3.54 1.65
H -3.55 3.69 3.93
H -3.27 1.80 5.50
H -2.07 -0.22 4.78
H -1.30 -1.04 1.37
H -1.08 -1.54 3.08
H 2.79 -0.42 1.96
C 2.54 -0.90 -1.05
O 2.40 -2.06 -0.77
O 2.27 -0.35 -2.23
C 1.72 -1.19 -3.25
H 2.33 -1.07 -4.15
H 1.76 -2.24 -2.92
C 0.26 -0.85 -3.60
O -0.21 -1.21 -4.66
N -0.39 -0.15 -2.66
H 0.03 0.03 -1.76
C -1.79 0.19 -2.81
C -2.59 -0.30 -1.64
C -2.70 -1.53 -1.07
C -3.58 -1.38 0.03
C -3.95 -0.07 0.03
O -3.35 0.59 -0.97
H -4.59 0.50 0.68
H -3.90 -2.14 0.71
H -2.21 -2.43 -1.39
H -2.13 -0.27 -3.74
H -1.91 1.28 -2.88
H 2.83 1.15 -0.48
*
```

Results
SMILES = CC(C)[C@H](NC(=O)OCc1ccccc1)C(=O)OCC(=O)NCc1ccco1
electronic energy = -36396.04326 eV

***

[2]
Below is a molecular structure, C20H24N6O6PdS, with properties calculated with ωB97M-V/def2-TZVPD.

```
! wB97M-V def2-TZVPD RIJCOSX def2/J DEFGRID3
* xyz 0 1
Pd -0.16 1.09 -0.29
O 6.13 3.43 1.00
C 5.13 3.81 1.62
O 4.96 4.65 2.53
C 3.82 3.12 1.17
C 2.61 3.44 1.78
C 1.44 2.85 1.34
N 1.46 1.97 0.34
C 2.61 1.62 -0.26
C 3.81 2.18 0.14
C 2.51 0.60 -1.37
O 3.48 0.19 -1.94
O 1.27 0.24 -1.63
H 2.62 4.17 2.58
H 0.48 3.06 1.79
H 4.73 1.88 -0.34
S -2.84 4.94 -0.51
C -1.84 4.83 -1.89
C -1.03 3.75 -1.80
N -1.19 3.02 -0.65
C -2.12 3.53 0.12
H -1.89 5.56 -2.68
H -0.29 3.45 -2.52
H -2.42 3.10 1.06
O -0.07 -0.10 1.75
C -0.19 -1.32 1.72
C -0.53 -2.11 2.97
C 0.64 -2.99 3.46
C 1.53 -3.57 2.36
C 0.78 -4.34 1.28
C -0.23 -3.48 0.49
N 0.01 -2.04 0.60
H -1.40 -2.72 2.75
H -0.81 -1.39 3.73
H 0.22 -3.80 4.06
H 1.27 -2.39 4.12
H 2.27 -4.22 2.81
H 2.09 -2.76 1.88
H 0.23 -5.17 1.74
H 1.50 -4.78 0.60
H -1.24 -3.68 0.84
H -0.20 -3.72 -0.57
H 0.36 -1.53 -0.20
C -3.27 -1.79 -3.80
N -2.85 -1.22 -2.54
C -3.75 -1.04 -1.42
C -2.94 -0.14 -0.50
O -3.29 0.27 0.58
N -1.74 0.13 -1.13
C -1.73 -0.51 -2.31
N -0.69 -0.47 -3.13
H -3.90 -2.65 -3.61
H -2.41 -2.13 -4.38
H -3.83 -1.07 -4.40
H -3.95 -2.00 -0.92
H -4.70 -0.58 -1.70
H 0.22 -0.16 -2.75
H -0.70 -1.02 -3.97
*
```

Results
electronic energy = -56671.76630 eV

***

[3]
Below is a molecular structure, C20H25BrN2O6P3Tl, with properties calculated with ωB97M-V/def2-TZVPD.

```
! wB97M-V def2-TZVPD RIJCOSX def2/J DEFGRID3
* xyz 2 1
Tl -0.58 -1.41 -0.20
N -0.34 2.18 3.46
C -1.29 1.27 2.66
C -2.69 1.28 3.26
P -0.54 -0.41 2.66
O -0.39 -0.68 4.23
O -1.47 -1.39 1.99
O 0.82 -0.28 2.05
P -1.18 1.96 0.91
O -2.63 2.56 0.63
O -0.15 3.04 1.05
O -0.98 0.85 -0.10
H -0.84 2.74 4.14
H 0.09 2.80 2.71
H 0.39 1.66 3.95
H -2.67 0.96 4.30
H -3.33 0.59 2.71
H -3.14 2.27 3.19
H -0.85 -1.48 4.55
H -2.64 3.53 0.58
C 2.80 -1.94 0.43
P 1.95 -0.76 -0.62
C 2.15 -1.19 -2.34
C 1.41 -2.22 -2.91
C 1.67 -2.61 -4.22
C 2.65 -1.96 -4.95
C 3.38 -0.93 -4.38
C 3.14 -0.53 -3.08
C 2.37 0.90 -0.33
C 2.08 1.85 -1.32
C 2.56 3.14 -1.17
C 3.30 3.47 -0.04
C 3.55 2.54 0.95
C 3.08 1.25 0.82
H 3.88 -1.74 0.35
H 2.59 -2.94 0.05
H 2.46 -1.83 1.45
H 0.63 -2.73 -2.36
H 1.09 -3.41 -4.66
H 2.84 -2.25 -5.98
H 4.15 -0.42 -4.96
H 3.73 0.26 -2.64
H 1.48 1.59 -2.18
H 2.36 3.88 -1.93
H 3.68 4.48 0.06
H 4.12 2.82 1.83
H 3.28 0.51 1.59
Br -2.04 -4.14 -1.18
C -3.34 -2.82 -0.80
C -4.68 -3.12 -0.80
C -5.56 -2.09 -0.54
C -5.08 -0.81 -0.29
C -3.72 -0.60 -0.29
N -2.86 -1.61 -0.54
H -5.02 -4.13 -1.01
H -6.63 -2.28 -0.54
H -5.75 0.01 -0.10
H -3.28 0.37 -0.10
*
```

Results
electronic energy = -139005.50669 eV

***

[4]
Below is 5 unconnected molecules or ions with the total composition C20H25F15O10, with properties calculated with ωB97M-V/def2-TZVPD.

```
! wB97M-V def2-TZVPD RIJCOSX def2/J DEFGRID3
* xyz 0 1
C 2.97 -0.09 -0.17
C 2.50 0.78 -1.31
O 1.11 1.10 -1.07
C 0.52 1.79 -2.01
O 1.00 2.17 -3.04
C -0.96 2.07 -1.68
F -1.23 3.38 -1.84
F -1.73 1.38 -2.53
F -1.29 1.73 -0.44
H 4.04 -0.25 -0.27
H 2.46 -1.05 -0.20
H 2.81 0.39 0.80
H 2.54 0.26 -2.27
H 3.11 1.68 -1.37
C -5.87 0.87 4.56
C -4.44 0.69 4.10
O -4.36 0.72 2.68
C -4.56 -0.37 1.98
O -4.88 -1.45 2.39
C -4.28 -0.13 0.48
F -5.38 -0.34 -0.24
F -3.83 1.10 0.22
F -3.35 -1.00 0.09
H -6.18 1.90 4.37
H -6.00 0.66 5.62
H -6.56 0.24 3.99
H -3.97 -0.22 4.49
H -3.84 1.53 4.45
C 2.56 -3.59 -3.34
C 2.36 -4.03 -1.90
O 1.33 -3.20 -1.34
C 1.01 -3.46 -0.09
O 1.54 -4.25 0.63
C -0.17 -2.61 0.43
F -1.25 -3.39 0.59
F 0.16 -2.10 1.61
F -0.49 -1.62 -0.39
H 1.59 -3.59 -3.83
H 3.24 -4.30 -3.82
H 2.92 -2.56 -3.38
H 3.27 -3.87 -1.31
H 2.10 -5.08 -1.85
C -1.46 -0.55 7.34
C -0.24 -0.38 6.48
O -0.68 0.06 5.18
C 0.19 0.70 4.42
O 1.31 1.01 4.71
C -0.39 1.11 3.05
F 0.47 0.79 2.08
F -1.54 0.49 2.80
F -0.60 2.42 3.02
H -1.92 0.41 7.56
H -1.24 -1.14 8.22
H -2.21 -1.13 6.79
H 0.32 -1.32 6.38
H 0.46 0.36 6.87
C 1.06 0.72 -6.17
C 2.38 1.03 -6.85
O 3.01 2.20 -6.25
C 3.53 2.05 -5.05
O 3.71 1.02 -4.48
C 3.87 3.42 -4.42
F 5.10 3.81 -4.83
F 3.00 4.36 -4.77
F 3.90 3.31 -3.09
H 0.33 1.49 -6.37
H 1.21 0.54 -5.11
H 0.67 -0.19 -6.63
H 2.23 1.33 -7.88
H 3.07 0.20 -6.77
*
```

Results
SMILES = CCOC(=O)C(F)(F)F.CCOC(=O)C(F)(F)F.CCOC(=O)C(F)(F)F.CCOC(=O)C(F)(F)F.CCOC(=O)C(F)(F)F
electronic energy = -82384.80473 eV

***

So what do the calculations give for HOMO-LUMO gap? Going down the list: 9.080, 6.784, 7.148, 11.714 eV.
So what do the calculations give for lowest unoccupied orbital energy? Going down the list: 0.69, -0.54, -7.67, 0.60 eV.
So what do the calculations give for HOMO? Going down the list: -8.390, -7.328, -14.821, -11.111 eV.